(1)
74
Properties=species:S:1:pos:R:3:forces:R:3:lowdin_charge:R:1 method="wB97M-V/def2-TZVPD" charge=+2 e_above_lowest_kj_mol=28.9 e_homo_ev=-13.243
Pb 1.5278 -0.7683 0.8503 0.55 -1.07 0.00 1.16
F 3.6435 0.8957 -6.8311 -0.12 -0.08 0.13 0.17
C 2.9763 0.6260 -5.7250 -0.09 -0.02 0.23 -0.11
C 1.9846 -0.3533 -5.7065 -0.02 0.05 0.15 -0.11
F 1.6857 -1.0448 -6.7948 0.12 0.21 0.09 0.16
C 1.2858 -0.6049 -4.5278 0.08 0.18 0.12 -0.20
F 0.3023 -1.5015 -4.5720 0.05 0.01 -0.28 0.12
C 1.5733 0.0604 -3.3381 0.18 0.00 0.20 -0.30
P 0.7084 -0.2637 -1.7388 -0.62 0.08 -1.58 0.91
C 0.3390 -2.0307 -1.9130 0.05 0.13 0.26 -0.44
C 1.3713 -2.8785 -2.3204 -0.05 0.10 0.12 -0.11
C 1.1203 -4.2237 -2.5059 0.04 -0.06 0.05 -0.05
C -0.1495 -4.7282 -2.2610 0.00 -0.03 -0.04 -0.04
C -1.1612 -3.8948 -1.8100 -0.03 -0.12 0.00 -0.04
C -0.9194 -2.5462 -1.6274 0.11 0.03 0.03 -0.10
C -0.8263 0.6732 -2.0263 0.23 -0.11 0.27 -0.36
C -1.8335 0.2410 -2.8843 0.06 0.08 0.10 -0.07
C -2.9813 1.0034 -3.0176 -0.08 -0.02 -0.04 -0.05
C -3.1164 2.1981 -2.3272 0.03 0.02 0.02 -0.06
C -2.0895 2.6510 -1.5120 -0.04 0.11 0.03 -0.07
C -0.9495 1.8867 -1.3546 -0.02 -0.21 -0.10 -0.13
C 2.5562 1.0434 -3.3903 0.02 -0.20 -0.32 -0.59
Br 2.9465 2.0597 -1.8638 0.30 0.46 0.21 0.84
C 3.2506 1.3328 -4.5523 -0.04 -0.03 0.01 -0.25
F 4.1795 2.2829 -4.5492 -0.07 -0.14 -0.20 0.10
H 2.3528 -2.4718 -2.5361 0.05 -0.05 -0.02 0.12
H 1.9104 -4.8747 -2.8504 0.02 -0.05 -0.02 0.12
H -0.3500 -5.7740 -2.4338 -0.02 -0.11 0.02 0.12
H -2.1461 -4.2896 -1.6145 -0.09 -0.07 0.02 0.12
H -1.6981 -1.8880 -1.2782 -0.15 -0.01 -0.01 0.09
H -1.7314 -0.6794 -3.4392 0.00 -0.08 0.00 0.11
H -3.7748 0.6587 -3.6633 -0.06 0.00 -0.07 0.12
H -4.0188 2.7804 -2.4303 -0.07 0.07 -0.04 0.11
H -2.1832 3.5982 -1.0011 -0.05 0.07 0.03 0.10
H -0.1361 2.2150 -0.7193 -0.01 0.07 0.09 0.07
N 0.8205 4.2238 2.7772 -0.16 0.23 -0.10 0.24
C 1.4802 2.8735 2.8179 0.40 -0.47 0.28 -0.30
C 2.9840 3.0782 2.7407 -0.08 -0.38 -0.16 -0.09
C 3.7066 1.7300 2.8106 0.29 0.16 0.37 -0.35
N 3.4564 0.9251 1.6032 -0.01 0.52 -0.04 -0.05
C 3.3052 0.9639 4.0745 -0.13 0.10 -0.17 -0.09
C 1.7968 0.8312 4.2896 0.25 0.05 0.34 -0.35
N 1.2447 -0.1943 3.3965 -0.15 0.19 0.18 -0.04
C 1.0820 2.1773 4.1107 -0.02 -0.30 -0.17 -0.09
H 1.1122 4.7489 1.9429 -0.16 -0.03 0.18 0.18
H 1.1055 4.7646 3.6067 -0.13 -0.05 -0.24 0.19
H -0.2045 4.1509 2.7832 0.18 0.06 -0.02 0.19
H 1.1420 2.2894 1.9589 -0.22 0.28 -0.04 0.14
H 3.3218 3.6831 3.5856 0.03 0.10 -0.03 0.14
H 3.2534 3.5822 1.8102 0.07 0.15 -0.01 0.13
H 4.7810 1.9513 2.8865 -0.18 -0.01 0.00 0.16
H 4.1263 0.1608 1.6197 -0.02 -0.08 -0.18 0.08
H 3.6789 1.4766 0.7767 0.17 -0.12 -0.04 0.02
H 3.7338 1.4777 4.9330 0.09 0.01 0.09 0.14
H 3.7464 -0.0329 4.0442 0.10 -0.04 0.09 0.13
H 1.6345 0.5281 5.3336 0.03 0.12 -0.14 0.16
H 0.2304 -0.2015 3.4719 -0.03 -0.19 -0.06 0.07
H 1.5724 -1.1011 3.7182 -0.10 -0.05 0.11 0.09
H 1.3431 2.8041 4.9653 0.02 0.10 0.06 0.14
H 0.0050 2.0087 4.1333 -0.15 0.05 0.07 0.13
N -7.8098 -3.9435 1.8274 -0.39 -0.20 0.04 0.19
C -6.7947 -3.4299 1.7001 -0.19 -0.10 -0.01 -0.17
C -5.5371 -2.7886 1.5510 0.76 0.40 -0.08 -0.21
C -5.4145 -1.6541 0.7454 -0.08 -0.11 0.09 0.00
C -4.1949 -1.0182 0.6249 0.15 0.08 0.03 -0.01
C -3.0778 -1.5019 1.3088 -0.50 -0.34 0.07 -0.26
C -3.2035 -2.6444 2.1053 0.01 0.11 -0.04 -0.01
C -4.4178 -3.2833 2.2244 -0.15 -0.01 -0.01 0.00
C -1.7926 -0.9144 1.1910 0.61 0.24 -0.01 -0.13
C -0.6439 -0.5228 1.0912 -0.48 0.41 0.09 -0.29
H -6.2787 -1.2733 0.2226 -0.07 0.00 -0.02 0.13
H -4.1029 -0.1348 0.0104 0.02 0.06 -0.09 0.11
H -2.3367 -3.0177 2.6299 0.03 -0.07 0.03 0.12
H -4.5031 -4.1630 2.8419 -0.08 -0.09 0.06 0.13

***

(2)
48
Properties=species:S:1:pos:R:3:forces:R:3:lowdin_charge:R:1 method="wB97M-V/def2-TZVPD" e_above_lowest_kj_mol=2058.2 e_homo_ev=-8.555
C -0.1518 -1.4475 4.7721 -0.44 3.38 -4.28 -0.04
C 0.6402 -1.4190 3.3244 6.64 8.68 13.31 -0.24
C 0.8568 -0.0775 2.8637 -0.50 6.42 3.84 -0.25
C 1.6674 0.1322 1.5972 3.21 4.63 4.14 -0.09
H 2.8055 -0.0443 1.6928 -2.03 -0.29 -0.08 0.15
H 1.1976 -0.4907 1.0069 -1.73 -3.09 -4.02 0.03
C 1.5549 1.6732 1.1132 11.49 -5.73 -3.52 -0.31
C 0.3745 1.8983 0.6219 -10.44 3.95 -0.96 -0.42
O -0.2962 2.6294 1.3848 -0.88 -0.31 -1.12 0.06
N -0.2820 1.4746 -0.5657 4.46 -1.42 3.24 -0.04
C -1.6077 1.6100 -0.7299 2.49 13.26 -3.47 -0.30
H -1.8673 2.4134 -0.0293 -0.93 -0.58 0.01 0.16
C -2.4191 0.6593 -1.0111 -4.75 -13.78 3.91 -0.20
N -1.9447 -0.5487 -1.7730 3.68 0.16 -2.09 0.01
C -2.4574 -0.7122 -3.0118 -8.56 5.78 5.35 -0.33
O -3.7309 -0.1324 -3.1104 5.39 -2.32 -1.07 -0.10
C -2.1139 -1.5608 -3.9826 5.06 -4.17 -0.10 -0.14
C -2.5857 -1.8460 -5.1378 1.53 -4.15 -4.33 0.09
C -1.7387 -3.1046 -5.8200 0.14 7.03 12.62 0.11
C -0.9601 -3.3566 -4.6859 1.01 -2.08 -4.10 -0.21
O -0.9216 -2.5582 -3.6816 -3.37 3.10 0.42 0.00
H -0.1868 -4.1207 -4.5536 -0.41 -0.08 -0.46 0.13
H -1.9036 -3.4952 -6.6479 -1.30 -3.69 -7.15 -0.01
H -3.4482 -1.3875 -5.4937 -1.17 0.73 -0.85 0.10
C -0.3116 -0.9545 -1.5118 -7.05 9.44 5.80 0.11
H -0.1515 -1.5428 -2.2396 2.13 -4.37 -4.55 -0.01
C 0.2742 0.6676 -1.5127 5.38 -11.49 10.13 -0.08
H 1.3583 0.0848 -1.1712 -2.12 3.14 -1.17 0.19
H 0.2198 1.0113 -2.3414 -0.19 3.99 -10.69 0.02
H -0.6256 -1.2139 -0.4763 1.79 -0.66 -0.55 0.12
H -3.4479 0.6160 -1.2099 -1.21 1.54 -0.50 0.12
H -2.3946 0.0864 0.0804 -0.69 0.55 -1.45 0.19
H -1.6884 2.2033 -1.8434 0.42 -0.13 1.93 0.21
H 2.3010 1.5914 0.0628 -1.63 -0.02 2.22 0.21
C 2.2822 2.6824 1.9098 -1.68 -12.35 9.74 -0.14
C 3.7007 2.1414 2.3445 -5.09 10.72 4.46 -0.01
H 4.2741 3.1807 2.7265 -1.45 -2.69 -0.12 0.16
H 4.1039 2.1625 1.5364 5.52 -1.49 -9.63 -0.04
H 3.8082 1.4453 2.9847 0.48 -5.01 4.19 0.00
H 2.2037 3.4779 1.5367 -0.12 11.71 -5.77 0.00
H 1.4741 2.7710 2.7708 2.14 0.13 -0.74 0.16
H 1.2719 0.6201 3.9933 -0.24 -2.03 -3.39 0.20
H -0.0781 0.6076 2.9212 0.90 -1.39 -1.08 0.13
H 1.6625 -1.6934 3.5826 0.06 -1.08 -0.11 0.12
H 0.2737 -1.9653 2.7766 -6.86 -10.21 -10.34 -0.03
H -0.2526 -2.4600 4.9396 -0.57 -1.90 1.25 0.03
H 0.4038 -0.8266 5.4668 0.07 -0.45 0.31 0.05
H -1.1432 -0.8816 4.5306 1.42 -1.33 0.79 0.10

***

(3)
76
Properties=species:S:1:pos:R:3:forces:R:3:lowdin_charge:R:1 method="wB97M-V/def2-TZVPD" charge=-2 spin_multiplicity=2 e_homo_ev="1.666 / -4.605"
N -3.8540 -14.9177 -5.9655 0.34 -2.57 0.94 -0.59
O -4.0242 -14.0547 -5.1273 -0.71 2.73 1.35 -0.06
O -3.8035 -14.7171 -7.1465 -0.02 1.28 -2.85 0.00
O -3.7033 -16.0781 -5.5523 0.26 -1.28 0.22 -0.06
C -5.5536 -14.7360 -11.1668 -3.66 -3.36 -5.16 -0.78
O -5.9100 -15.3615 -12.2068 0.97 1.63 0.18 -0.05
N -6.1890 -13.7244 -10.6691 -1.06 2.84 0.49 0.17
N -4.7584 -15.2477 -10.3327 5.34 -2.72 3.71 0.19
H -5.9038 -13.6511 -9.7030 -1.33 1.67 -0.03 0.11
H -6.8015 -13.2202 -11.2941 -0.07 0.13 1.01 0.12
H -4.5726 -14.8285 -9.4328 0.15 -0.09 -0.08 0.09
H -4.1296 -15.9959 -10.5874 -0.46 -0.03 -0.10 0.12
C -0.2644 -12.4174 -7.6486 0.07 -1.60 1.55 -0.75
O 0.7605 -12.7954 -8.1632 0.48 -1.26 -1.71 0.03
N -1.3913 -13.0484 -7.2675 -0.43 -2.38 -1.00 0.17
N -0.3197 -11.2282 -7.1018 0.66 3.32 0.59 0.14
H -1.5829 -13.9772 -7.6151 -0.16 0.26 0.28 0.09
H -2.0893 -12.4760 -6.8144 -0.46 -0.73 -0.41 0.04
H 0.2960 -10.6496 -7.6551 -0.43 0.99 0.78 0.11
H -1.2345 -11.0225 -6.7264 0.41 1.56 -0.44 0.05
C -6.3260 -15.4400 -1.5748 -3.94 -2.01 -1.54 -0.90
O -7.0912 -16.2319 -2.2379 1.06 0.52 1.28 -0.15
N -6.6454 -14.9240 -0.4222 -0.78 -0.24 1.61 0.07
N -5.2524 -14.9333 -2.0821 3.08 0.62 -2.45 0.16
H -5.8957 -14.3809 -0.0184 -0.49 0.40 1.04 -0.01
H -7.5117 -15.2259 0.0003 0.28 0.30 0.42 0.05
H -5.1699 -15.0812 -3.0778 0.57 0.03 0.07 0.07
H -4.9844 -14.0211 -1.7411 0.34 0.26 -0.02 0.03
C -5.5409 -19.0968 -4.0127 1.72 0.40 -1.75 -0.82
O -5.0942 -19.7713 -4.9035 0.60 -2.25 -1.96 0.02
N -5.4294 -17.7889 -4.0555 0.06 1.74 -0.36 0.18
N -6.0206 -19.5513 -2.9034 -2.45 -1.62 5.12 0.16
H -4.9234 -17.4844 -4.8748 -0.38 0.67 0.40 0.07
H -5.9855 -17.2332 -3.4214 0.02 0.69 -0.23 0.05
H -6.1862 -18.8908 -2.1576 -0.10 0.04 -0.16 0.09
H -6.1104 -20.5057 -2.5854 0.29 0.15 -0.95 0.11
C -0.8578 -12.8327 -3.1807 2.54 4.32 -1.53 -0.78
O 0.1827 -12.2304 -2.8737 -0.41 0.02 -0.38 -0.02
N -1.2344 -13.9026 -2.6431 -1.97 -6.24 2.93 0.17
N -1.7546 -12.4207 -4.0951 0.22 2.27 -1.27 0.17
H -2.0711 -14.2917 -3.0537 0.16 -0.62 0.54 0.10
H -0.6104 -14.4986 -2.1182 -0.24 0.37 -0.07 0.12
H -2.4736 -12.9980 -4.5074 0.15 -0.01 0.07 0.05
H -1.3648 -11.6764 -4.6556 -0.48 -0.04 -0.07 0.08
C -4.1389 -18.0528 -8.8878 -3.68 -6.04 -1.25 -0.85
O -4.3520 -19.0216 -9.6071 -0.10 -1.04 -1.52 -0.01
N -5.0150 -17.7203 -7.9837 -2.29 1.68 2.18 0.20
N -3.0391 -17.4513 -8.8455 4.71 3.89 0.16 0.19
H -5.8746 -18.2493 -7.9451 0.37 0.22 0.15 0.13
H -4.6404 -17.2462 -7.1744 -0.60 -0.01 0.26 0.07
H -2.2029 -17.8826 -9.2126 -0.19 0.81 -0.04 0.14
H -3.2476 -16.5213 -8.5111 1.91 0.45 0.31 0.08
C 0.3232 -16.5199 -6.4876 3.79 -2.01 0.39 -0.78
O 0.4698 -16.2299 -7.6286 0.81 1.27 -2.85 0.06
N -0.7952 -16.6236 -5.9074 -6.65 0.34 2.30 0.18
N 1.3082 -16.9954 -5.6506 1.67 -0.24 0.79 0.13
H -1.0096 -17.0709 -5.0276 0.36 0.24 -0.24 0.12
H -1.6219 -16.3381 -6.4125 0.02 -0.13 0.10 0.08
H 2.2614 -17.1694 -5.9355 -0.48 0.26 -0.19 0.09
H 1.0371 -17.3208 -4.7337 0.31 0.15 -0.31 0.08
C -4.3952 -10.5922 -6.6340 2.24 1.06 -0.26 -0.72
O -3.1852 -10.7832 -6.4870 -0.07 -1.00 0.34 0.00
N -5.3964 -11.2221 -6.0756 -0.90 -2.97 2.13 0.19
N -4.7879 -9.6454 -7.4490 -1.67 3.17 -2.42 0.15
H -6.2895 -10.8806 -5.7503 0.35 0.24 -0.49 0.11
H -5.0686 -12.0697 -5.6349 -0.28 -0.25 0.43 0.08
H -4.1848 -9.1134 -8.0600 0.18 -0.35 0.56 0.12
H -5.7768 -9.4597 -7.5361 0.27 -0.13 -0.22 0.10
C -7.9585 -14.7571 -5.6297 0.83 -1.23 -2.92 -0.84
O -7.6620 -14.6545 -6.8077 -0.14 1.32 -1.53 0.01
N -9.1416 -15.1426 -5.2227 -4.75 -0.26 -1.27 0.15
N -7.1603 -14.7911 -4.6570 3.99 0.77 4.63 0.20
H -9.6582 -15.2530 -6.0835 -0.97 -0.62 0.67 0.11
H -9.3681 -15.6052 -4.3539 0.08 0.13 -0.39 0.10
H -6.2091 -14.4518 -4.6487 -0.22 -0.16 -0.27 0.08
H -7.6076 -15.1532 -3.8269 1.30 0.28 0.71 0.07

***

(4)
19
Properties=species:S:1:pos:R:3:forces:R:3:lowdin_charge:R:1 method="wB97M-V/def2-TZVPD" charge=+1 e_above_lowest_kj_mol=232.6 e_homo_ev=-14.147
C -0.9712 0.2205 -1.1633 2.47 -1.87 3.30 -0.41
C 1.3030 0.8550 -1.1631 -2.47 0.52 1.91 -0.02
C -0.2736 -0.2496 0.3479 0.19 -0.06 -2.98 -0.39
C -0.6182 -1.6571 0.8131 -2.60 1.05 -0.42 -0.01
C -0.6435 0.7569 1.3673 -0.92 3.29 -2.75 -0.02
N 0.0693 0.5783 -1.9395 2.47 -0.03 -0.89 0.11
N 1.2334 -0.1510 0.0050 -2.25 1.52 -1.32 0.15
O -2.1209 0.0876 -1.2951 -2.09 0.22 -1.03 0.18
H 2.2603 0.7707 -1.6540 -0.09 0.30 -0.37 0.15
H 1.0108 1.7916 -0.6466 1.57 -0.03 -0.43 0.14
H -0.0813 -1.9679 1.6728 0.33 0.46 1.54 0.07
H -0.3532 -2.5105 0.1773 -0.89 0.52 -0.76 0.10
H -1.7656 -1.4519 1.0745 2.34 -1.55 -0.63 0.16
H -0.4051 0.3809 2.2660 1.38 -0.62 3.64 0.05
H -1.7136 0.8796 1.4196 -0.62 -0.40 -0.34 0.11
H -0.3645 1.8557 1.1450 0.28 -1.81 0.54 0.14
H 0.1284 0.7774 -2.9468 -0.73 -0.19 0.76 0.18
H 1.5874 -0.9912 -0.3249 0.52 -2.43 -0.85 0.14
H 1.7182 0.0251 0.8451 1.11 1.10 1.08 0.17